17
Properties=species:S:1:pos:R:3:forces:R:3:lowdin_charge:R:1 method="wB97M-V/def2-TZVPD" de_lowest_kj_mol=189.8 energy_ev=-24668.522 e_homo_ev=-8.956
S -1.39223 0.38367 0.25334 1.1 -3.0 2.2 0.522
O 0.31287 0.05972 2.11032 1.5 0.4 2.4 0.127
O -1.41987 1.66176 0.77924 0.0 4.5 0.9 -0.291
O -1.58716 0.12970 -1.09456 -0.2 -0.9 -3.6 -0.279
N -2.52944 -0.40018 1.17422 -0.2 0.5 -0.5 -0.057
N 2.12277 -0.36895 -2.39202 0.2 -0.1 -0.7 0.193
N 1.74398 0.65802 -2.10435 0.5 -1.3 0.5 -0.219
C 0.77270 -1.54504 0.35736 1.8 -1.2 1.7 -0.022
C 1.32940 1.71576 -1.56542 -0.4 4.4 2.6 -0.082
C 0.18239 -0.41130 1.05585 -2.7 0.4 -2.8 -0.488
H -2.14193 -1.25164 1.53903 -0.3 -0.4 0.4 0.058
H 0.07792 -2.38380 0.24189 0.0 0.3 0.1 0.110
H 1.63664 -1.83542 1.00166 -0.6 -0.3 -0.4 0.114
H 1.86602 2.26827 -0.63885 -0.9 -2.0 -2.4 0.135
H 0.51025 2.32912 -1.99314 0.6 -1.0 0.0 0.080
H 1.21162 -1.34095 -0.58668 -0.1 0.5 -1.1 0.027
H -2.69592 0.33125 1.86211 -0.3 -0.8 0.6 0.071



117
Properties=species:S:1:pos:R:3:forces:R:3:lowdin_charge:R:1 method="wB97M-V/def2-TZVPD" energy_ev=-87630.482 total_charge=-1 e_homo_ev=-4.570
P 1.39943 -0.88338 0.46078 0.5 -1.0 -2.3 0.799
O 1.64944 -1.75161 -0.76570 -0.4 0.4 0.5 -0.507
O -1.27721 -0.44192 -4.16592 -0.1 0.0 0.0 0.010
O 1.77132 3.73780 0.02433 -0.4 -0.6 0.7 -0.029
O -3.46302 -1.76358 -8.40710 0.0 0.0 0.0 0.029
O -0.09508 -0.33011 7.58187 -0.1 -0.2 0.5 0.126
O -0.10695 -2.19616 3.18085 0.0 -0.1 0.8 0.088
O -3.29867 -1.21225 -3.58175 0.0 0.2 0.1 0.092
O 2.61217 2.01540 5.50921 -0.1 0.2 0.0 0.011
O -2.05512 3.41196 -7.65859 0.1 -0.2 0.1 0.103
O -1.60597 -2.35764 -7.28374 -0.3 -0.2 -0.2 0.106
O 2.21980 1.49153 -0.81337 -0.8 -0.1 -0.3 -0.087
O -1.07424 2.47732 -5.86486 0.0 0.2 -0.2 0.013
O 0.10089 -1.95923 9.11377 -0.1 0.0 0.1 0.036
O 0.43911 1.75159 0.75516 -0.2 -0.6 0.2 -0.053
O 0.02063 -3.77091 4.79036 0.0 0.0 0.1 0.003
O 3.60472 1.44643 3.58259 0.2 0.0 0.3 0.106
O -4.05420 -4.26499 1.76833 -0.7 -0.2 -0.2 0.097
O -5.71869 -3.72878 0.36575 0.0 0.0 0.1 0.033
O 7.33558 3.66743 -1.44002 0.0 -0.2 0.0 -0.054
N 4.81623 3.39117 -0.16690 0.4 0.5 -0.1 -0.034
C -2.33338 -1.50131 -7.70674 0.4 0.2 0.0 -0.463
C -0.49869 -3.22130 3.65600 0.0 0.1 -0.7 -0.458
C -0.47815 -3.25544 9.33166 0.0 -0.1 0.0 -0.156
C -0.60231 -5.04500 5.03043 -0.1 -0.1 0.0 -0.163
C 7.35696 3.24643 -0.08341 0.0 -0.5 0.8 -0.406
C -1.92844 -4.99432 4.28067 -0.1 -0.1 -0.1 -0.146
C -2.17026 -1.42972 -3.93340 -0.2 -0.2 -0.1 -0.487
C -1.83121 -3.21318 8.63555 -0.1 0.0 -0.1 -0.154
C -3.50674 0.53520 -7.90826 -0.2 0.2 -0.1 -0.152
C 7.83317 1.77531 0.07054 -0.5 0.7 -0.8 -0.049
C 0.33166 0.56994 -0.00536 0.2 0.6 -0.4 -0.406
C -4.05197 -0.52281 -8.85354 0.0 0.1 0.0 -0.150
C 0.36169 4.22483 -5.21170 0.0 0.2 -0.1 -0.145
C 2.76018 4.51537 0.62187 -0.2 1.0 -0.4 -0.272
C 2.63749 1.41939 4.28219 0.0 -0.3 -0.3 -0.472
C 6.00032 3.44118 0.66828 0.0 -0.3 -0.1 -0.178
C 4.03453 4.61268 -0.23509 -0.7 0.0 0.4 -0.206
C 1.31351 0.71902 4.02528 -0.2 0.4 0.2 -0.067
C -6.18759 -2.53471 -0.29310 -0.1 0.2 -0.2 -0.146
C -0.29068 2.93794 -4.73901 0.2 0.0 0.3 -0.133
C -0.05020 -1.00029 -4.68160 0.4 -0.1 0.0 -0.157
C -1.58639 -4.10179 3.09303 0.3 -0.2 0.8 -0.076
C -0.05353 -2.45190 -4.23385 0.0 -0.2 0.1 -0.131
C -0.68352 4.77096 -6.18014 0.5 -0.2 0.1 -0.076
C -1.35166 3.51061 -6.68921 -0.2 0.2 0.1 -0.477
C -4.68227 -3.43011 1.17620 0.4 0.0 -0.1 -0.470
C -5.72504 -1.38528 0.58892 0.1 0.1 0.1 -0.150
C -1.55514 -2.26524 7.47186 -0.2 -0.2 0.4 -0.063
C -0.46310 -1.37621 8.02651 0.0 0.0 -0.5 -0.451
C -2.13201 -0.00965 -7.57438 -0.4 0.0 0.1 -0.079
C 0.39996 1.35977 5.06303 -0.2 -0.1 -0.1 -0.154
C -1.54628 -2.77468 -4.22963 0.5 0.0 0.3 -0.076
C 0.98370 1.05085 -1.32591 -0.1 0.0 0.7 -0.241
C -4.42592 -1.93693 1.16645 -0.4 0.1 0.0 -0.069
C 1.37060 1.71599 6.17610 0.0 0.2 -0.1 -0.171
B 1.77474 2.30340 0.39991 1.7 0.3 -0.3 -0.817
H -3.74969 -0.35208 -9.88986 0.0 0.0 0.0 0.123
H 1.05031 2.58773 6.74669 0.2 0.1 0.0 0.121
H -2.42363 -3.51255 2.76844 0.0 0.1 -0.2 0.084
H 1.54214 0.89435 6.85976 0.0 -0.1 0.0 0.093
H 8.32895 1.47020 -0.85696 0.3 0.0 0.3 0.070
H 6.04982 4.38473 1.22048 -0.2 0.0 -0.1 0.108
H 0.18736 -4.00718 8.90041 0.0 0.0 0.0 0.125
H 8.50306 1.70908 0.92519 0.0 -0.3 0.0 0.072
H -4.22608 -1.57236 2.17074 0.2 -0.1 0.0 0.126
H -0.05566 -0.90516 -5.76843 -0.1 0.0 0.0 0.107
H -3.48767 1.53346 -8.33631 0.0 0.0 0.0 0.100
H -3.57125 -1.73395 0.51825 0.1 0.0 0.1 0.140
H 1.44537 -0.34956 4.20305 0.0 0.0 -0.1 0.118
H 0.54034 -3.09593 -4.88001 -0.1 0.1 -0.1 0.119
H 3.68825 4.83859 -1.25010 0.2 -0.3 0.0 0.114
H -0.24037 5.32771 -7.00146 -0.2 0.1 -0.1 0.122
H -5.74674 -2.49550 -1.29099 0.1 0.0 0.0 0.129
H 6.96609 2.93501 -1.94480 0.0 0.1 -0.1 0.078
H 2.65668 -0.51709 0.98384 -0.5 0.3 0.6 0.041
H 8.08295 3.89172 0.41924 0.0 0.0 -0.2 0.124
H -1.89596 -3.10605 -5.20471 -0.1 0.0 0.0 0.102
H -0.04428 2.26691 4.64641 0.1 0.0 0.0 0.120
H 1.07825 0.30304 -2.11233 0.1 0.0 0.0 0.089
H -1.18235 -4.67272 2.25609 0.0 0.1 -0.1 0.146
H -7.27004 -2.58332 -0.38804 0.0 -0.2 0.0 0.122
H -0.72921 -5.18061 6.10462 0.1 0.1 0.0 0.110
H -5.60825 -0.44936 0.04699 0.0 -0.1 -0.1 0.120
H -6.44488 -1.22120 1.39340 0.0 0.0 0.0 0.116
H 4.99676 3.00508 -1.07837 -0.1 0.0 0.0 0.102
H 2.36648 5.54961 0.69544 0.0 -0.1 0.0 0.106
H -2.42584 -1.67682 7.19560 0.1 0.1 -0.2 0.131
H 0.95299 0.88906 3.01106 0.3 0.0 -0.1 0.105
H 0.37287 1.92709 -1.60084 -0.1 -0.2 -0.5 0.119
H -0.56098 -3.43268 10.40181 0.1 0.1 0.0 0.122
H -4.11769 0.56856 -7.00405 0.0 0.0 0.0 0.128
H 0.79516 -0.44576 -4.27845 -0.2 0.1 0.1 0.114
H -1.37567 0.31253 -8.29285 0.1 0.0 0.1 0.143
H 6.96306 1.12665 0.18877 0.1 -0.1 0.2 0.079
H 2.60929 2.06874 1.25080 -0.2 0.2 0.3 0.110
H -2.30326 -5.97732 4.00267 0.0 0.0 0.0 0.118
H 5.91857 2.64848 1.42464 0.2 0.1 0.1 0.109
H -1.81131 -3.50122 -3.46520 -0.2 0.0 0.0 0.124
H -0.71185 0.23482 -0.07056 0.0 0.0 0.0 0.117
H 0.34528 -2.53044 -3.21933 0.0 0.1 0.0 0.109
H -1.16227 -2.78796 6.59813 0.0 0.1 0.0 0.105
H -1.43329 5.38170 -5.67438 0.0 0.0 -0.1 0.131
H 1.28124 3.99750 -5.75399 0.0 0.0 0.0 0.119
H -0.40595 0.71453 5.39966 0.0 0.0 0.1 0.093
H -2.68767 -4.50920 4.89931 0.0 0.0 0.0 0.115
H 4.59241 5.50349 0.09847 0.2 -0.2 0.0 0.103
H -5.13601 -0.60661 -8.81445 0.0 -0.2 0.0 0.121
H 3.00313 4.21385 1.64875 0.1 -0.3 -0.1 0.111
H 0.61227 4.89972 -4.39638 0.0 -0.1 0.1 0.122
H 0.43575 2.17638 -4.46904 -0.2 -0.1 0.0 0.120
H -0.96160 3.09670 -3.89398 0.0 0.0 0.0 0.135
H 0.05801 -5.82933 4.65354 0.0 0.0 0.0 0.127
H -1.82966 0.25187 -6.56556 0.2 0.0 -0.1 0.094
H -2.57652 -2.77289 9.30042 0.0 0.0 0.0 0.116
H 0.69886 -1.67652 1.36861 0.2 0.5 0.5 -0.017
H -2.19020 -4.19662 8.33495 0.1 0.0 0.0 0.110



19
Properties=species:S:1:pos:R:3:forces:R:3:lowdin_charge:R:1 method="wB97M-V/def2-TZVPD" de_lowest_kj_mol=568.4 energy_ev=-8801.844 total_charge=+1 e_homo_ev="-11.060 / -10.978"
N -0.44294 0.72879 0.50492 0.5 -3.8 -1.9 0.059
N -1.80619 -1.23527 0.51330 2.5 1.3 -1.6 0.108
N 2.72437 -1.61234 -1.16414 1.8 -0.6 1.7 0.183
C -3.01319 1.28692 2.17697 2.3 -0.4 -3.2 0.072
C 1.61851 0.51383 -1.66548 -0.2 0.0 -0.8 -0.060
C -1.48124 0.05629 0.69345 -2.3 1.3 2.8 -0.305
C 2.61849 -0.32811 -0.95452 -0.1 0.1 -1.8 -0.087
H -3.98523 0.74515 2.27993 1.4 0.3 0.6 0.015
H 2.07665 1.52610 -1.83067 -0.4 -1.0 -0.2 0.107
H 3.40485 0.19127 -0.40264 -0.6 -0.4 0.8 0.152
H -2.57800 -1.56460 0.98787 -1.7 -0.9 0.8 0.063
H 2.30588 -1.95149 -1.99958 -0.9 -0.7 -0.4 0.121
H 0.77542 0.73852 -0.89673 0.7 -0.6 -0.4 0.062
H 3.36260 -2.32942 -0.64133 -1.3 2.2 -1.2 0.208
H -2.03298 1.28990 2.75742 -2.2 -0.1 -0.1 0.019
H -0.40368 1.62385 0.81699 -0.3 3.2 1.1 0.013
H -3.10169 2.13260 1.41814 0.2 -1.1 1.3 0.015
H 1.11214 0.06248 -2.64088 1.3 0.8 2.2 0.144
H -1.15378 -1.87447 0.04698 -0.5 0.3 0.4 0.110



27
Properties=species:S:1:pos:R:3:forces:R:3:lowdin_charge:R:1 method="wB97M-V/def2-TZVPD" de_lowest_kj_mol=205.8 energy_ev=-17706.949 e_homo_ev=-7.360
O 0.05986 1.60913 -0.48873 0.0 -1.5 -0.2 -0.404
O 2.27274 -1.49833 0.68061 0.1 -0.4 0.2 0.004
O 0.03625 -1.29642 -0.52595 0.2 -1.5 -1.4 0.252
O 1.18191 -0.09898 -3.58736 0.1 -0.4 -0.1 -0.049
O -2.05470 -1.98613 0.86192 0.1 -0.4 0.0 -0.010
O -1.78114 1.48070 1.80274 -1.1 0.1 0.3 -0.084
O 0.05075 -0.16397 2.91334 0.3 -0.3 0.4 -0.026
O -2.32003 0.21258 -1.44956 -0.5 -0.8 -0.3 -0.061
C 1.31325 2.15803 -0.72540 -1.3 -0.2 -0.6 -0.336
H 0.45165 0.49395 -3.76451 -0.2 0.2 0.0 0.038
H -0.75242 -1.54145 -0.03649 -1.6 0.0 1.0 0.056
H -0.03221 -1.01894 3.33568 -0.1 -0.2 0.3 0.054
H 1.26445 2.94385 -1.47919 -0.1 0.9 0.1 0.053
H -1.61277 0.85706 -1.42368 0.9 0.8 0.2 -0.013
H 2.90949 -0.90826 1.08383 0.1 0.5 -0.1 0.089
H 0.04849 -0.37916 -0.80895 -0.2 2.9 -0.2 0.077
H -2.81578 -2.28103 0.36190 -0.2 0.0 -0.4 0.076
H 0.62422 -0.32144 2.16329 0.2 0.2 -0.4 0.022
H 1.78674 2.52651 0.18461 0.4 0.2 0.1 0.057
H 1.77044 0.40606 -3.02627 0.1 0.3 0.2 0.004
H 1.98736 1.49071 -1.26241 0.8 -0.8 0.2 0.020
H -1.34145 1.55692 0.95592 0.8 0.3 -0.7 -0.030
H -2.37092 -1.91865 1.76285 0.1 0.4 0.3 0.074
H 2.53720 -2.37130 0.97079 0.1 -0.4 0.0 0.081
H -2.93907 0.50870 -0.78223 -0.1 0.2 0.2 0.033
H 0.86018 -1.52398 -0.08897 1.1 0.1 0.6 0.056
H -1.13451 1.06384 2.37224 0.1 -0.1 0.0 -0.034